Molecular formula: C19H42N4O13P3S2
Method: DFT, ωB97M-V/def2-TZVPD

Properties
Charge: +1
2S+1: 1
E_tot in Eh: -3766.03294
E_LUMO in eV: -5.1
Gap between HOMO and LUMO in Eh: 0.2116
Molecular weight in g/mol: 691.6

CARTESIAN COORDINATES (ANGSTROEM)
C -4.800 -1.070 -0.250
C -4.308 0.385 -0.913
O -3.251 0.953 -0.302
O -4.999 0.902 -2.103
C -5.648 2.198 -1.862
O -5.265 3.127 -0.973
C -6.963 2.626 -2.804
C -8.313 2.035 -2.051
N -9.250 2.740 -1.064
C -10.271 1.643 -0.694
N -11.295 1.855 0.221
P -12.378 0.441 0.586
S -11.320 -0.678 1.837
N -10.014 0.351 -1.437
N -8.892 0.645 -2.196
S -8.376 -0.726 -3.187
C -8.042 -2.132 -1.940
O -7.112 -0.416 -4.053
O -9.561 -1.191 -4.094
H -4.542 -1.931 -1.033
H -5.921 -1.064 0.084
H -4.169 -1.347 0.721
H -6.777 2.177 -3.869
H -6.990 3.818 -2.805
H -11.401 2.783 0.688
H -13.580 0.825 1.298
H -12.621 -0.397 -0.562
H -10.540 -0.553 -1.423
H -7.785 -1.588 -0.920
H -7.178 -2.822 -2.326
H -9.066 -2.688 -1.760
O 1.772 -0.263 2.706
P 1.029 1.088 2.566
O 2.308 1.845 1.808
C 2.967 1.227 0.708
C 2.287 1.538 -0.611
O 1.367 1.617 4.110
C 1.749 0.696 5.123
C 3.255 0.477 5.129
O 0.199 2.598 2.409
C -0.005 3.277 1.190
C -1.030 2.588 0.321
H 3.050 0.145 0.835
H 3.986 1.624 0.683
H 1.256 1.178 -0.616
H 2.818 1.069 -1.445
H 2.265 2.618 -0.797
H 1.204 -0.248 5.010
H 1.443 1.115 6.084
H 3.659 0.302 4.130
H 3.518 -0.373 5.766
H 3.764 1.368 5.513
H 0.939 3.443 0.674
H -0.374 4.277 1.443
H -0.844 1.518 0.243
H -1.036 3.028 -0.682
H -2.033 2.708 0.751
O 9.839 -1.233 -1.090
P 8.310 -1.200 -0.845
O 8.201 -2.842 -0.574
C 9.096 -3.488 0.324
C 8.599 -3.442 1.756
O 7.890 -1.232 -2.458
C 8.831 -0.866 -3.458
C 9.660 -2.064 -3.900
O 6.602 -1.162 -0.572
C 5.967 -1.643 0.590
C 6.208 -0.748 1.782
H 10.104 -3.073 0.268
H 9.164 -4.534 0.007
H 8.494 -2.411 2.101
H 9.292 -3.959 2.427
H 7.621 -3.927 1.849
H 9.465 -0.044 -3.109
H 8.271 -0.482 -4.315
H 10.041 -2.645 -3.058
H 10.507 -1.741 -4.514
H 9.045 -2.750 -4.492
H 6.239 -2.680 0.783
H 4.892 -1.664 0.378
H 7.260 -0.489 1.889
H 5.860 -1.234 2.700
H 5.656 0.194 1.666